[1]
The following is a quantum chemistry calculation of one molecule with the formula CH4S, from the OMol25 dataset.

Geometry as XYZ:
```
6
CH4S, DFT wB97M-V/def2-TZVPD
C 0.297 0.358 0.153
S -0.725 -0.533 -1.048
H 0.669 1.269 -0.304
H -0.261 0.641 1.040
H 1.172 -0.222 0.428
H -1.152 -1.512 -0.268
```

## Properties
Charge: 0
Maximum force in eV Å⁻¹: 0.70
E_LUMO in eV: 1.09
Molecular weight in g/mol: 48.11
Kohn-Sham gap in eV: 10.180

[2]
The following is a quantum chemistry calculation of a 2-piece molecular cluster, F2H2N2O overall, from the OMol25 dataset.

Geometry as XYZ:
```
7
F2H2N2O, DFT wB97M-V/def2-TZVPD
N -1.803 -0.749 0.487
N 2.339 0.755 -0.689
O 1.663 0.188 0.040
F -0.795 -0.049 -0.198
F 1.857 2.268 -0.794
H -1.268 -0.961 1.324
H -1.993 -1.452 -0.169
```

## Properties
Charge: 0
Maximum force in eV Å⁻¹: 3.30
E_LUMO in eV: -1.01
Molecular weight in g/mol: 84.02
Kohn-Sham gap in eV: 9.539

[3]
The following is a quantum chemistry calculation of a 7-piece molecular cluster, C40H100B2F8N5O5 overall, from the OMol25 dataset.

Geometry as XYZ:
```
160
C40H100B2F8N5O5, DFT wB97M-V/def2-TZVPD
C 32.706 28.979 -7.488
C 33.411 29.784 -6.320
N 32.335 30.247 -5.235
C 33.187 31.158 -4.248
C 31.234 31.110 -5.900
C 30.389 31.844 -4.881
C 31.640 28.987 -4.648
C 32.431 28.304 -3.535
O 33.806 28.029 -3.859
C 33.952 26.769 -4.492
H 31.643 29.020 -7.727
H 32.749 27.947 -7.141
H 33.135 29.027 -8.489
H 33.790 30.772 -6.580
H 34.060 29.118 -5.750
H 34.174 30.724 -4.090
H 32.845 31.183 -3.214
H 33.195 32.174 -4.643
H 30.601 30.511 -6.555
H 31.813 31.772 -6.543
H 29.940 31.191 -4.133
H 29.510 32.290 -5.347
H 30.916 32.683 -4.425
H 31.437 28.319 -5.485
H 30.666 29.265 -4.245
H 31.893 27.418 -3.197
H 32.390 28.901 -2.624
H 33.960 25.930 -3.796
H 34.933 26.578 -4.928
H 33.257 26.616 -5.317
C 26.029 28.767 -2.759
C 26.400 27.494 -2.040
N 27.422 27.617 -0.939
C 27.643 26.221 -0.297
C 28.805 28.063 -1.530
C 30.057 27.899 -0.672
C 27.098 28.600 0.204
C 26.043 28.078 1.319
O 24.911 27.672 0.474
C 23.937 27.016 1.243
H 26.801 29.536 -2.751
H 25.108 29.124 -2.298
H 25.835 28.651 -3.825
H 26.874 26.870 -2.798
H 25.603 26.799 -1.774
H 26.676 25.718 -0.284
H 28.073 26.354 0.696
H 28.286 25.564 -0.883
H 28.788 29.136 -1.718
H 28.956 27.543 -2.476
H 30.257 26.839 -0.517
H 29.967 28.520 0.220
H 30.899 28.245 -1.272
H 26.797 29.535 -0.270
H 28.007 28.739 0.789
H 25.876 28.812 2.107
H 26.437 27.273 1.939
H 23.490 27.802 1.851
H 24.288 26.258 1.942
H 23.115 26.789 0.564
C 25.214 23.842 -7.380
C 26.709 23.688 -7.485
N 27.456 23.271 -6.116
C 27.414 24.515 -5.140
C 26.727 22.050 -5.404
C 26.588 20.746 -6.213
C 28.931 22.858 -6.393
C 29.975 24.037 -6.656
O 31.096 23.413 -7.141
C 32.301 24.181 -7.189
H 24.713 22.942 -7.025
H 24.879 23.947 -8.412
H 24.930 24.758 -6.861
H 27.126 24.603 -7.907
H 26.936 22.899 -8.202
H 26.358 24.705 -4.947
H 27.867 25.406 -5.577
H 28.050 24.386 -4.264
H 25.820 22.497 -4.995
H 27.364 21.815 -4.552
H 27.515 20.347 -6.626
H 25.912 20.780 -7.067
H 26.120 19.935 -5.655
H 29.034 22.128 -7.196
H 29.253 22.452 -5.434
H 30.225 24.455 -5.681
H 29.519 24.800 -7.287
H 32.000 25.228 -7.209
H 32.903 23.997 -8.078
H 32.978 24.066 -6.343
C 33.047 20.719 -4.922
C 34.135 20.230 -3.947
N 33.665 20.284 -2.452
C 33.366 21.776 -2.179
C 32.348 19.462 -2.096
C 32.556 17.891 -2.358
C 34.881 19.804 -1.655
C 34.920 20.296 -0.165
O 33.656 20.165 0.535
C 33.452 18.892 1.214
H 33.491 20.641 -5.914
H 32.848 21.790 -4.960
H 32.106 20.172 -4.979
H 35.050 20.787 -4.149
H 34.332 19.164 -4.068
H 32.844 21.825 -1.223
H 32.549 22.016 -2.858
H 34.175 22.498 -2.294
H 31.574 19.886 -2.737
H 32.093 19.708 -1.065
H 32.725 17.732 -3.423
H 31.674 17.349 -2.016
H 33.403 17.448 -1.836
H 35.745 20.282 -2.116
H 34.891 18.721 -1.779
H 35.263 21.330 -0.144
H 35.700 19.865 0.463
H 34.254 18.683 1.922
H 33.561 17.994 0.606
H 32.580 18.879 1.868
C 26.995 23.042 1.627
C 28.216 22.700 0.717
N 28.503 21.206 0.353
C 29.875 21.074 -0.284
C 28.436 20.335 1.694
C 29.320 20.928 2.832
C 27.381 20.829 -0.692
C 27.286 19.431 -1.362
O 28.406 19.437 -2.254
C 28.662 18.190 -2.901
H 26.117 22.465 1.339
H 26.880 24.125 1.591
H 27.158 22.802 2.678
H 29.074 23.151 1.217
H 28.185 23.177 -0.263
H 30.601 21.579 0.352
H 29.737 21.541 -1.259
H 29.985 20.004 -0.463
H 28.682 19.325 1.367
H 27.367 20.441 1.876
H 30.367 20.632 2.764
H 29.103 20.546 3.830
H 29.327 22.014 2.932
H 27.480 21.553 -1.500
H 26.449 21.049 -0.171
H 26.337 19.445 -1.897
H 27.266 18.652 -0.599
H 29.171 18.430 -3.834
H 27.751 17.706 -3.253
H 29.253 17.523 -2.273
B 30.749 24.544 -2.885
F 29.990 23.419 -3.200
F 30.861 24.602 -1.500
F 32.024 24.474 -3.414
F 30.104 25.664 -3.421
B 28.068 28.000 -6.241
F 28.987 27.733 -5.246
F 27.930 29.307 -6.616
F 28.573 27.242 -7.251
F 26.823 27.531 -5.901
```

## Properties
Charge: +3
Maximum force in eV Å⁻¹: 3.38
E_LUMO in eV: -5.63
Molecular weight in g/mol: 904.88
Kohn-Sham gap in eV: 9.724

[4]
The following is a quantum chemistry calculation of C11H16O8PV as an isolated structure, from the OMol25 dataset.

Geometry as XYZ:
```
37
C11H16O8PV, DFT wB97M-V/def2-TZVPD
O -3.883 -4.616 2.723
C -3.152 -4.281 1.935
V -0.390 -2.897 -0.023
O -0.400 -0.802 2.392
C -0.457 -1.547 1.492
C -0.492 -1.968 -2.089
O -0.756 -2.170 -3.195
C -1.900 -1.185 -0.672
O -2.753 -0.671 -1.252
C 1.221 -3.567 0.507
O 2.183 -4.030 0.975
H -0.787 -4.277 0.725
C 2.835 0.068 -2.232
C 1.927 -0.557 -1.220
O 0.545 -0.176 -1.540
P -0.171 1.310 -1.431
O 1.090 2.252 -1.010
C 1.368 2.946 0.265
C 2.052 2.047 1.250
O -0.991 1.176 0.002
C -2.260 1.920 0.178
C -2.971 1.312 1.364
H 2.492 -0.150 -3.254
H 3.837 -0.355 -2.113
H 2.893 1.157 -2.100
H 1.973 -1.642 -1.249
H 2.144 -0.264 -0.194
H 2.017 3.771 -0.026
H 0.440 3.357 0.664
H 2.965 1.606 0.829
H 2.344 2.647 2.120
H 1.388 1.250 1.606
H -2.004 2.982 0.355
H -2.882 1.854 -0.737
H -2.328 1.301 2.241
H -3.861 1.903 1.575
H -3.279 0.296 1.138
```

## Properties
Expectation value of S²: 0.9249
Charge: +3
Maximum force in eV Å⁻¹: 10.28
E_LUMO (alpha / beta) in eV: -16.44 / -16.46
2S+1: 2
Molecular weight in g/mol: 358.16
Kohn-Sham gap (alpha / beta) in eV: 3.550 / 3.222

[5]
The following is a quantum chemistry calculation of one molecule with the formula C6H8Cl2, from the OMol25 dataset.

Geometry as XYZ:
```
16
C6H8Cl2, DFT wB97M-V/def2-TZVPD
C 0.533 0.197 -0.459
C 1.619 0.473 0.521
C 2.850 -0.027 0.525
C -0.786 -0.232 0.203
C -2.070 0.536 0.156
C -2.018 -0.950 -0.437
H 1.333 1.269 1.232
H 3.168 -0.765 -0.125
H 3.623 0.329 1.235
H -0.502 -0.697 1.079
H -2.155 1.426 -0.457
H -2.608 0.600 1.127
H -1.742 -1.021 -1.556
H -2.458 -1.871 -0.004
Cl 0.973 -1.063 -1.633
Cl 0.240 1.797 -1.405
```

## Properties
Charge: 0
Maximum force in eV Å⁻¹: 3.76
E_LUMO in eV: 0.67
Molecular weight in g/mol: 151.04
Kohn-Sham gap in eV: 10.810